# 1
10
Properties=species:S:1:pos:R:3:forces:R:3 method="wB97M-V/def2-TZVPD" de_lowest_kcal_mol=46.0 charge=0 lumo_energy_ev=-1.470 total_energy_ev=-16081.33682
C -0.65864 2.30669 0.63065 -0.6 1.1 0.1
C -0.35900 1.42242 -0.14330 -0.6 0.2 0.9
C -0.05644 0.33960 -0.99611 1.4 -2.5 1.2
C 0.41539 -0.94373 -0.60639 -1.1 3.1 -2.1
C 0.37974 -1.61039 0.61636 -0.1 -0.4 3.3
S -0.10029 -1.01726 2.09556 0.3 -0.5 -1.2
H -1.03396 3.18468 1.22456 0.8 -1.6 -0.9
H -0.14131 0.53315 -2.05455 0.3 0.0 -0.2
H 0.83056 -1.54963 -1.38226 -0.2 -0.2 -0.8
H 0.72394 -2.66553 0.61548 -0.2 0.7 -0.2

# 2
111
Properties=species:S:1:pos:R:3:forces:R:3 method="wB97M-V/def2-TZVPD" de_lowest_kcal_mol=11.3 charge=0 lumo_energy_ev=-0.234 total_energy_ev=-122470.69428
Hf 0.48995 0.16109 0.14384 -2.3 0.5 -0.4
Cl 3.48008 -4.91623 3.47263 0.0 0.1 0.0
C 2.78807 -3.35378 3.16323 0.0 0.0 0.0
C 1.70330 -3.27872 2.29814 0.0 -0.1 -0.1
C 1.14406 -2.04284 2.02411 -0.3 0.0 0.0
N 0.05104 -1.75214 1.17679 0.5 -0.1 -0.5
C -0.88880 -2.63846 0.83147 -0.1 0.2 0.2
O -0.92696 -3.84883 1.01028 0.0 -0.1 0.0
C -2.06648 -1.94117 0.17380 0.2 0.0 0.0
C -3.20232 -2.65856 -0.14866 -0.1 0.0 0.0
C -4.22963 -2.01316 -0.81696 0.0 0.0 0.0
C -4.07536 -0.67544 -1.14503 0.0 0.0 0.0
C -2.90713 -0.03622 -0.77251 0.0 0.0 0.1
N -1.92664 -0.64118 -0.10753 0.3 0.1 -0.2
C 1.66715 -0.88798 2.62336 -0.2 0.3 0.1
C 2.72741 -0.97059 3.49822 0.1 0.1 0.0
C 3.29599 -2.20950 3.76337 0.1 0.0 0.0
Cl 4.64633 -2.28239 4.85143 -0.1 0.0 -0.1
N 1.00736 0.30569 2.23077 0.1 0.0 0.1
C 0.47712 1.12481 3.16461 0.2 -0.2 -0.1
O 0.67111 1.11546 4.36663 0.0 0.0 0.1
C -0.50519 2.10589 2.56789 0.0 -0.3 -0.1
C -0.98497 3.15095 3.33411 -0.1 0.1 0.1
C -1.84289 4.05779 2.74726 0.0 0.0 0.0
C -2.18657 3.88963 1.41135 0.0 0.1 0.1
C -1.66786 2.81338 0.72786 0.0 -0.2 0.0
N -0.86655 1.90364 1.29621 0.5 0.5 -0.2
H 1.29871 -4.17564 1.85599 0.0 0.0 0.0
H -3.23737 -3.70416 0.12579 0.0 0.0 0.0
H -5.13451 -2.54486 -1.08367 0.0 0.0 0.0
H -4.84122 -0.12706 -1.67680 0.0 0.0 0.0
H -2.75308 1.00288 -1.01352 0.0 0.1 0.0
H 3.11531 -0.08048 3.97163 0.0 0.0 0.0
H -0.65123 3.22413 4.35974 0.0 0.0 0.0
H -2.22467 4.89961 3.31060 0.0 0.0 0.0
H -2.83407 4.59064 0.90261 0.0 0.0 0.0
H -1.88003 2.67451 -0.32272 0.1 0.0 0.0
O -0.07268 1.31442 -1.70752 -0.1 -0.1 0.4
P 0.25385 2.19333 -2.90412 -0.3 -0.2 0.2
N -0.21268 1.34029 -4.24314 -0.2 0.0 0.0
C -1.28661 0.32781 -4.29895 0.0 0.1 -0.1
C -1.78749 0.39042 -5.74656 0.0 0.0 0.0
C -0.59509 0.95958 -6.51700 0.0 0.0 0.0
C -0.06026 2.00051 -5.54666 0.0 -0.1 0.0
N -0.62352 3.58586 -3.00845 -0.1 0.2 0.3
C -0.33989 4.99498 -2.63176 -0.2 -0.1 0.0
C -1.64201 5.70211 -2.98085 0.0 0.0 -0.1
C -2.69986 4.67400 -2.60054 0.0 0.0 0.0
C -2.08917 3.36775 -3.09698 0.2 0.1 -0.1
N 1.82700 2.52208 -3.07620 0.2 0.0 -0.3
C 2.71613 1.38173 -3.38677 -0.1 0.1 0.1
C 4.08514 1.93558 -3.03972 -0.1 0.1 0.0
C 4.00081 3.39108 -3.51540 0.0 0.0 0.0
C 2.51422 3.78947 -3.38345 0.1 -0.1 0.1
H -2.08283 0.53042 -3.57936 0.0 0.0 0.0
H -0.88468 -0.65075 -4.06478 0.1 -0.1 0.0
H -2.64189 1.06694 -5.83033 0.0 0.0 0.0
H -2.10363 -0.58775 -6.10953 0.0 0.0 0.0
H -0.86317 1.38358 -7.48397 0.0 0.0 0.0
H 0.15594 0.18172 -6.67510 0.0 0.0 0.0
H -0.65938 2.91978 -5.60189 0.0 0.0 0.0
H 0.98129 2.27339 -5.72848 0.0 0.0 0.0
H 0.49629 5.38848 -3.20040 0.0 0.0 0.0
H -0.11962 5.09628 -1.57256 0.0 0.0 0.0
H -1.69030 5.89929 -4.05445 0.0 0.0 0.0
H -1.74376 6.64943 -2.45312 0.0 0.0 0.0
H -3.67337 4.86404 -3.05005 0.0 0.0 0.0
H -2.82237 4.64782 -1.51522 0.0 0.0 0.0
H -2.38061 3.16729 -4.13365 0.0 0.0 0.0
H -2.40177 2.50850 -2.50500 0.0 -0.1 0.1
H 2.64617 1.12355 -4.45119 0.0 0.0 0.0
H 2.44010 0.50020 -2.81302 0.0 0.1 0.0
H 4.88744 1.37445 -3.51752 0.0 0.0 0.0
H 4.22535 1.89896 -1.96052 0.0 0.0 0.1
H 4.31966 3.47582 -4.55550 0.0 0.0 0.0
H 4.62997 4.04636 -2.91581 0.0 0.0 0.0
H 2.13916 4.22413 -4.31469 0.0 0.0 0.0
H 2.36669 4.50319 -2.57702 0.0 0.0 0.1
C 1.45931 -4.00755 -3.58045 0.0 0.0 0.0
C 0.02055 -3.80661 -3.09070 0.0 0.2 0.2
C -0.37957 -4.91481 -2.10682 0.0 0.0 0.0
C -0.95583 -3.75134 -4.27033 0.0 0.0 0.0
C -0.03421 -2.51139 -2.37421 0.0 -0.2 -0.3
N -0.06218 -1.50432 -1.82859 0.2 0.0 0.2
H 1.51860 -4.96329 -4.10420 0.0 0.0 0.0
H 2.15914 -4.01587 -2.74544 0.0 0.0 0.0
H 1.75624 -3.21011 -4.26354 0.0 0.0 0.0
H -0.20968 -5.88122 -2.58459 0.0 0.0 0.0
H -1.43379 -4.83795 -1.83636 0.0 0.0 0.0
H 0.20162 -4.86570 -1.18653 0.0 0.0 0.0
H -0.96941 -4.72600 -4.76060 0.0 0.0 0.0
H -0.65085 -3.00108 -5.00228 0.0 0.0 0.0
H -1.96732 -3.51907 -3.93243 0.0 0.0 0.0
O 1.96308 3.39140 1.82010 0.0 0.0 -0.5
Cl 2.08729 3.28082 0.39712 0.4 -0.6 0.2
O 3.31547 3.84414 -0.07580 -0.4 -0.2 0.0
O 0.95133 3.87424 -0.26642 0.3 -0.2 0.2
O 2.12234 1.81124 0.03508 -0.4 0.6 0.1
O 3.61606 -0.70725 0.05914 -0.1 -0.2 -0.2
B 2.41361 -0.88893 -0.67301 1.7 -0.1 0.0
O 2.74973 -1.56010 -1.87322 0.0 -0.1 0.1
C 4.11232 -1.74266 -1.86243 -0.2 -0.1 -0.2
C 4.90674 -2.31672 -2.82821 0.1 -0.1 0.0
C 6.27789 -2.36434 -2.56217 -0.1 0.0 0.0
C 6.79996 -1.85283 -1.37708 -0.1 0.0 0.0
C 5.97700 -1.27107 -0.41056 0.1 -0.1 0.0
C 4.63083 -1.23247 -0.69055 -0.1 0.2 0.3
H 4.48662 -2.71432 -3.74361 0.0 0.0 0.0
H 6.94532 -2.80806 -3.28972 0.0 0.0 0.0
H 7.86681 -1.90492 -1.20114 0.0 0.0 0.0
H 6.36879 -0.87275 0.51630 0.0 0.0 0.0

# 3
59
Properties=species:S:1:pos:R:3:forces:R:3 method="wB97M-V/def2-TZVPD" spin_multiplicity=5 s2=6.0607 charge=+2 lumo_energy_ev="-6.764 / -8.126" total_energy_ev=-60204.22386
Ru 0.08975 1.84455 -1.48732 -0.3 -0.5 0.5
C 4.53791 0.44787 -2.67234 0.7 -0.1 0.1
Si 2.73129 0.66091 -2.53101 -0.2 0.2 0.0
C 2.17969 2.13304 -3.53054 0.2 0.3 -0.2
C 1.78124 -0.79691 -3.11526 0.1 -0.7 -0.3
N 2.01473 0.99468 -0.92760 0.0 0.4 0.1
C 2.48796 1.14718 0.29819 0.1 -0.2 -0.1
C 3.88899 1.12215 0.62835 -0.2 -0.1 -0.4
C 4.30079 1.40025 1.88830 -0.1 0.1 0.5
C 3.35042 1.69750 2.89824 0.1 0.0 0.0
C 1.97929 1.67760 2.64716 0.4 0.1 0.3
C 1.55285 1.37862 1.38255 0.0 -0.1 -0.4
O 0.25273 1.27298 1.00229 -0.4 0.2 0.1
C -0.78601 1.21425 1.96665 0.3 0.0 -0.2
C -0.71780 0.30648 3.00170 -0.1 -0.4 0.3
C -1.78490 0.23274 3.89462 0.2 -0.2 0.0
C -2.90343 1.03611 3.72897 -0.1 0.1 0.0
C -2.95622 1.92692 2.66385 0.1 0.0 -0.1
C -1.88467 2.02345 1.77626 -0.2 0.2 0.0
H 4.75936 0.18608 -3.72076 0.0 0.1 0.3
H 4.91573 -0.36932 -2.03967 0.0 0.2 -0.2
H 5.08337 1.37152 -2.43558 0.0 -0.2 -0.1
H 2.55259 2.01550 -4.55981 -0.1 0.0 0.2
H 2.56128 3.07776 -3.14009 0.0 0.0 -0.1
H 1.09426 2.23030 -3.65868 -0.2 0.1 0.0
H 1.90536 -0.91122 -4.20563 -0.1 0.0 0.4
H 0.72026 -0.66821 -2.90667 -0.1 0.0 0.0
H 2.12029 -1.72334 -2.62931 -0.1 0.2 -0.1
H 4.60910 0.91806 -0.15912 -0.2 0.0 0.1
H 5.35908 1.41460 2.12150 -0.1 0.0 0.0
H 3.69467 1.93767 3.89745 0.0 0.0 -0.1
H 1.27147 1.89064 3.43552 0.1 0.0 0.0
H 0.14747 -0.33842 3.11650 -0.1 0.1 0.0
H -1.73958 -0.47097 4.72075 0.0 0.1 -0.1
H -3.72994 0.97385 4.43325 0.2 0.0 -0.2
H -3.82430 2.56172 2.52747 0.1 0.0 0.0
H -1.90000 2.72178 0.94752 0.0 0.0 0.1
I 0.56943 4.48457 -0.81145 0.0 -0.1 0.0
C -1.06779 3.53337 -1.72795 0.3 -0.1 -0.1
H -1.14068 3.83573 -2.76688 0.0 0.1 -0.1
H -1.97739 3.70495 -1.17086 -0.1 -0.1 0.1
N -1.75110 -1.89201 -2.35145 0.1 0.1 -0.2
C -1.96742 -0.97118 -1.43480 0.4 0.0 -0.2
S -1.93501 0.73133 -1.91117 -0.2 0.2 0.0
N -2.31191 -1.31415 -0.21792 -0.1 -0.3 0.4
C -2.60187 -2.66897 0.21952 0.1 0.3 -0.1
C -2.03348 -3.12517 1.39634 0.1 0.0 0.1
C -2.32020 -4.41097 1.83599 0.0 -0.1 0.1
C -3.16573 -5.23142 1.09690 0.0 -0.1 0.1
C -3.74366 -4.75368 -0.07168 0.0 0.0 0.0
C -3.47098 -3.46364 -0.51235 -0.3 0.0 -0.1
H -1.54504 -1.61110 -3.29149 0.0 0.0 -0.2
H -1.84976 -2.87500 -2.14325 0.0 -0.1 0.0
H -2.34786 -0.57053 0.46315 -0.2 0.1 0.1
H -1.37450 -2.47835 1.96383 0.0 0.0 0.0
H -1.87707 -4.77559 2.76027 -0.1 0.1 -0.2
H -3.38424 -6.24017 1.43979 0.0 0.2 -0.1
H -4.43124 -5.37575 -0.63531 0.1 0.1 0.1
H -3.98758 -3.07063 -1.38696 0.1 -0.1 0.1

# 4
51
Properties=species:S:1:pos:R:3:forces:R:3 method="wB97M-V/def2-TZVPD" de_lowest_kcal_mol=39.7 charge=0 lumo_energy_ev=-2.725 total_energy_ev=-73471.58711
Pt -0.98935 0.28111 -2.26090 0.7 -0.2 0.1
N -3.06975 4.03583 -2.09336 0.0 0.0 0.0
C -2.62032 2.77047 -1.95668 0.1 -0.1 0.1
S -1.75068 2.12647 -3.36175 -0.6 -0.2 0.2
N -2.83273 2.14132 -0.84712 0.1 0.2 -0.3
N -2.33622 0.85755 -0.81973 0.5 0.0 0.5
C -2.70103 0.10432 0.15666 -0.3 -0.2 -0.4
C -2.46597 -1.31607 0.20622 0.2 0.0 0.0
C -2.78970 -1.98998 1.39540 0.1 0.0 0.0
C -2.60664 -3.34631 1.51556 0.0 0.0 0.0
C -2.10192 -4.06446 0.42893 0.0 -0.1 0.0
C -1.80697 -3.44316 -0.76372 -0.1 0.1 0.1
C -1.98685 -2.06098 -0.89688 0.0 0.0 0.2
O -1.64840 -1.55831 -2.08369 -0.3 0.1 -0.6
H -3.00966 4.51565 -2.97227 0.0 0.0 0.0
H -3.67490 4.40203 -1.37819 0.0 0.0 0.0
H -3.29737 0.57394 0.93267 -0.1 0.0 0.0
H -3.17023 -1.41221 2.22840 0.0 0.0 0.0
H -2.84786 -3.85205 2.43972 0.0 0.0 0.0
H -1.93093 -5.12922 0.52192 0.0 0.0 0.0
H -1.40316 -3.98649 -1.60541 0.0 0.0 0.0
O 1.99581 -3.13254 -1.05333 0.0 0.0 -0.1
C 1.63101 -1.97584 -0.88708 0.1 -0.1 0.4
O 1.21721 -1.12744 -1.73043 -0.5 0.3 -0.1
C 1.75478 -1.41968 0.53944 0.0 0.0 0.0
C 0.80568 -0.54985 1.04752 0.0 0.0 0.0
C 1.02070 0.05485 2.27261 -0.1 0.0 0.0
C 2.14514 -0.17078 3.04296 0.0 -0.1 -0.1
C 3.03850 -1.09713 2.53589 0.0 0.0 0.0
C 2.86611 -1.72924 1.31682 0.0 0.0 0.0
N 4.24354 -1.39807 3.33807 0.0 0.0 0.0
O 4.97643 -2.27500 2.94086 0.0 0.0 0.0
O 4.41919 -0.74101 4.34494 0.0 0.0 0.0
N 0.04325 1.04866 2.72671 -0.1 0.1 0.0
O -1.11009 0.93264 2.37085 0.1 -0.1 0.1
O 0.46481 1.97735 3.40148 0.0 0.0 0.0
H -0.07886 -0.30902 0.47871 0.1 0.0 0.0
H 2.31686 0.32978 3.98237 0.0 0.0 0.0
H 3.59069 -2.44332 0.95225 0.0 0.0 0.0
N 1.78327 3.42012 0.86026 0.0 0.0 0.0
N 1.46767 2.70808 -0.27636 -0.1 0.0 0.0
N 2.23860 2.73640 -1.33843 0.1 0.0 -0.1
C 1.54462 2.02552 -2.20882 0.0 -0.1 0.1
N 0.40663 1.61095 -1.64220 0.0 0.1 -0.3
N 0.36366 2.05890 -0.39843 0.0 0.1 -0.1
H 2.79629 3.45960 0.90684 0.0 0.0 0.0
H 1.39333 2.95118 1.67707 0.0 0.0 0.0
H 1.84516 1.80656 -3.21895 0.0 0.0 0.0
S -0.23949 -0.55022 -4.32462 0.3 -0.1 0.0
C 0.72228 0.65726 -4.99246 -0.2 0.1 0.0
N 1.37785 1.49185 -5.45033 0.1 0.0 0.0